## a
Formula: C3H10N2S
Source: OMol25
Level of theory: the ωB97M-V functional and the def2-TZVPD basis

Last columns: bonded neighbours and bond lengths (Å).
Cartesian coordinates (Å):
1 N -0.943 0.017 -2.110  C2 1.452, H7 1.002, H8 1.008
2 C 0.206 0.183 -1.238  N1 1.452, C3 1.539, H9 1.102, H10 1.086
3 C -0.025 -0.379 0.176  C2 1.539, N4 1.456, C5 1.549, H11 1.112
4 N -1.333 -0.153 0.772  C3 1.456, H12 1.000, H13 1.003
5 C 1.107 0.153 1.090  C3 1.549, S6 1.826, H14 1.095, H15 1.100
6 S 1.413 -0.397 2.804  C5 1.826, H16 1.373
7 H -0.984 -0.747 -2.757  N1 1.002
8 H -1.214 0.892 -2.532  N1 1.008
9 H 0.486 1.245 -1.146  C2 1.102
10 H 1.102 -0.296 -1.622  C2 1.086
11 H 0.218 -1.463 0.233  C3 1.112
12 H -1.805 -1.031 0.853  N4 1.000
13 H -1.847 0.601 0.355  N4 1.003
14 H 1.123 1.245 1.018  C5 1.095
15 H 2.055 -0.184 0.644  C5 1.100
16 H 0.440 0.316 3.461  S6 1.373

Output
SMILES ... NC[C@H](N)CS

---

## b
Formula: C3H10N2S
Source: OMol25
Level of theory: the ωB97M-V functional and the def2-TZVPD basis

Last columns: bonded neighbours and bond lengths (Å).
Cartesian coordinates (Å):
1 N 2.477 1.402 0.362  C2 1.433, H7 1.001, H8 1.001
2 C 1.696 0.617 -0.548  N1 1.433, C3 1.526, H9 1.108, H10 1.095
3 C 0.424 0.063 0.089  C2 1.526, N4 1.463, C5 1.533, H11 1.156
4 N 0.737 -1.169 0.812  C3 1.463, H12 1.011, H13 1.020
5 C -0.764 -0.097 -0.866  C3 1.533, S6 1.856, H14 1.079, H15 1.083
6 S -2.396 -0.405 -0.036  C5 1.856, H16 1.395
7 H 3.365 1.046 0.656  N1 1.001
8 H 2.406 2.391 0.502  N1 1.001
9 H 1.428 1.113 -1.501  C2 1.108
10 H 2.284 -0.260 -0.838  C2 1.095
11 H 0.034 0.839 0.851  C3 1.156
12 H 0.071 -1.240 1.569  N4 1.011
13 H 1.657 -1.050 1.238  N4 1.020
14 H -0.896 0.659 -1.625  C5 1.079
15 H -0.536 -1.034 -1.357  C5 1.083
16 H -1.879 -0.830 1.188  S6 1.395

Output
SMILES ... NC[C@H](N)CS

---

Which structure is the least stable? The one labeled b.

---

## a
Formula: C3H10N2S
Source: OMol25
Level of theory: the ωB97M-V functional and the def2-TZVPD basis

Last columns: bonded neighbours and bond lengths (Å).
Cartesian coordinates (Å):
1 H -1.006 -2.276 1.101  N2 1.013
2 N -0.521 -1.989 0.260  H1 1.013, C3 1.269
3 C 0.659 -2.455 0.246  N2 1.269, N4 1.360, H5 1.080
4 N 1.544 -2.294 -0.774  C3 1.360, H6 1.006, H7 1.000
5 H 1.040 -3.083 1.038  C3 1.080
6 H 1.196 -1.847 -1.605  N4 1.006
7 H 2.358 -2.870 -0.851  N4 1.000
8 C -1.042 1.969 0.916  C9 1.532, H11 1.088, H12 1.080, H13 1.092
9 C -0.346 2.349 -0.394  C8 1.532, S10 1.829, H14 1.089, H15 1.083
10 S -0.244 0.954 -1.572  C9 1.829, H16 1.333
11 H -0.380 1.977 1.779  C8 1.088
12 H -1.503 0.999 0.797  C8 1.080
13 H -1.809 2.713 1.141  C8 1.092
14 H 0.648 2.778 -0.281  C9 1.089
15 H -0.885 3.090 -0.972  C9 1.083
16 H 0.291 -0.015 -0.830  S10 1.333

Output
SMILES ... [H]/N=C/N.CCS

---

## b
Formula: C3H10N2S
Source: OMol25
Level of theory: the ωB97M-V functional and the def2-TZVPD basis

Last columns: bonded neighbours and bond lengths (Å).
Cartesian coordinates (Å):
1 N -1.883 1.106 -0.893  C2 1.484, H7 1.088, H8 1.046
2 C -1.095 -0.150 -0.849  N1 1.484, C3 1.582, H9 1.159, H10 1.047
3 C 0.363 0.087 -0.283  C2 1.582, N4 1.545, C5 1.602, H11 1.088
4 N 1.389 -0.910 -0.865  C3 1.545, H12 1.057, H13 1.025
5 C 0.355 0.105 1.320  C3 1.602, S6 1.808, H14 1.205, H15 1.060
6 S 1.777 0.588 2.326  C5 1.808, H16 1.322
7 H -1.578 1.659 -0.007  N1 1.088
8 H -2.817 0.708 -0.642  N1 1.046
9 H -1.384 -0.867 0.014  C2 1.159
10 H -0.936 -0.411 -1.851  C2 1.047
11 H 0.811 1.032 -0.581  C3 1.088
12 H 1.365 -1.955 -0.712  N4 1.057
13 H 1.487 -0.831 -1.883  N4 1.025
14 H -0.557 0.794 1.701  C5 1.205
15 H 0.049 -0.869 1.604  C5 1.060
16 H 2.654 -0.085 1.602  S6 1.322

Output
SMILES ... NC[C@H](N)CS

---

Which structure is the least stable? The one labeled b.